No. 1
{"formula": "C9H18BrFN3", "method": "ωB97M-V/def2-TZVPD", "charge": 1, "fmax_ev_per_a": 1.5, "lumo_ev": -2.91, "energy_ha": -3191.67596, "e_homo_ev": -13.56, "species": ["Br", "F", "N", "N", "N", "C", "C", "C", "C", "C", "C", "C", "C", "C", "H", "H", "H", "H", "H", "H", "H", "H", "H", "H", "H", "H", "H", "H", "H", "H", "H", "H"], "positions_angstrom": [[-3.24997, -0.56359, -0.77313], [-0.23332, 1.32979, -2.05150], [-0.65753, -0.03039, 0.28293], [2.13349, 0.79463, -1.86866], [0.25338, -1.13041, -1.54249], [-1.27394, 1.05635, 2.41272], [1.17895, -1.28081, -2.65851], [-2.47385, 0.13005, 2.55567], [-2.14525, -1.19081, 1.87413], [1.59468, 0.59503, -0.53092], [2.47309, -0.49798, -2.45387], [0.26920, -0.13111, -0.67105], [-0.97009, 1.24550, 0.93462], [-1.68975, -1.02007, 0.42934], [0.67171, -0.93384, -3.56637], [2.92828, 1.42565, -1.86897], [-2.70117, -0.05338, 3.60324], [-3.35220, 0.58270, 2.09262], [-1.33590, -1.68771, 2.41586], [2.96208, -0.34712, -3.41433], [-1.33703, -1.98791, 0.06911], [-1.47974, 2.02878, 2.85615], [-3.01021, -1.85341, 1.88324], [-0.40881, 0.62676, 2.92092], [3.15546, -1.05875, -1.80404], [-0.62342, -1.60683, -1.70239], [1.40104, -2.34294, -2.78061], [2.23947, -0.03564, 0.09949], [-0.15727, 1.95096, 0.79992], [0.73466, 1.32506, -2.30237], [1.48233, 1.55938, -0.03913], [-1.85156, 1.64835, 0.42482]]}


No. 2
{"formula": "C9H18BrN6O5", "method": "ωB97M-V/def2-TZVPD", "charge": -1, "fmax_ev_per_a": 2.0, "lumo_ev": 2.66, "energy_ha": -3632.71977, "e_homo_ev": -5.13, "species": ["Br", "O", "O", "O", "O", "O", "N", "N", "N", "N", "N", "N", "C", "C", "C", "C", "C", "C", "C", "C", "C", "H", "H", "H", "H", "H", "H", "H", "H", "H", "H", "H", "H", "H", "H", "H", "H", "H", "H"], "positions_angstrom": [[-0.21747, -2.13186, -0.02086], [-2.99049, -3.06406, -2.56934], [0.38464, -1.73090, -3.78849], [0.41582, -1.70657, 3.44258], [3.97528, 1.67618, -0.87851], [0.12694, 3.61674, 4.86965], [2.40944, 0.21531, -0.10013], [0.85189, 0.25919, -4.77451], [-3.10236, -0.89454, -1.88068], [0.22564, 0.20417, -2.56406], [-4.83320, -1.87430, -3.03776], [3.50487, -0.20260, -2.07205], [0.06786, 2.28212, 4.51941], [0.29108, 1.29432, 5.47585], [-0.16501, 1.91620, 3.20383], [3.34881, 0.62967, -0.98836], [0.43514, -0.03767, 5.10782], [0.48569, -0.53062, -3.69477], [-0.00327, 0.58073, 2.83064], [0.28882, -0.39511, 3.77764], [-3.58916, -2.01169, -2.50226], [-3.60162, -0.03681, -2.00725], [-0.05028, -0.29084, -1.71549], [1.83652, -0.61178, -0.22301], [0.61888, 1.12587, -2.53084], [0.72793, -1.77697, 2.52781], [-2.22347, -0.98134, -1.38265], [-5.14366, -2.70361, -3.50576], [-0.34647, 3.76640, 5.69284], [3.15541, -1.14422, -2.05473], [-0.09699, 2.56850, 2.33870], [-0.10726, 0.23633, 1.80588], [2.13512, 0.87647, 0.60397], [0.13949, 1.51933, 6.52745], [0.80730, -0.20246, -5.66129], [0.54072, -0.82803, 5.83953], [1.01444, 1.23647, -4.63671], [3.98105, 0.14256, -2.88121], [-5.29807, -0.99061, -3.09286]]}